Record 1
70
Properties=species:S:1:pos:R:3:mulliken_charge:R:1 method="wB97M-V/def2-TZVPD" e_homo_ev=-10.097 de_lowest_kj_mol=222.7 e_lumo_ev=0.43 e_tot_ev=-41862.9001 fmax_ha_per_bohr=0.0748
C -2.100 -1.974 -3.005 -0.816
C -1.578 -3.242 -3.764 -0.431
O -2.245 -4.419 -3.245 -0.336
C -3.391 -4.840 -3.794 0.712
C -3.504 -6.365 -3.559 -1.001
O -4.068 -4.330 -4.682 -0.554
H -2.257 -2.274 -1.969 0.281
H -2.992 -1.510 -3.427 0.338
H -1.386 -1.151 -3.039 0.250
H -1.710 -3.106 -4.837 0.335
H -0.516 -3.429 -3.605 0.327
H -4.379 -6.891 -3.938 0.341
H -3.487 -6.622 -2.500 0.299
H -2.702 -6.798 -4.156 0.254
C 2.241 -6.172 4.443 -1.156
C 2.684 -5.879 2.987 -0.213
O 3.165 -4.523 3.091 -0.249
C 3.645 -3.987 1.966 0.673
C 4.082 -2.528 2.187 -0.576
O 3.851 -4.454 0.863 -0.575
H 1.892 -7.205 4.420 0.366
H 1.524 -5.510 4.928 0.326
H 3.120 -6.083 5.082 0.301
H 3.448 -6.613 2.732 0.285
H 1.874 -5.821 2.260 0.321
H 5.105 -2.591 1.815 0.287
H 4.069 -2.215 3.231 0.290
H 3.332 -1.872 1.747 -0.059
C -1.490 6.895 -2.883 -1.141
C -1.232 6.559 -1.436 -0.301
O 0.100 6.134 -1.154 -0.248
C 1.152 7.048 -1.125 0.654
C 2.520 6.430 -0.903 -0.832
O 1.019 8.245 -1.462 -0.572
H -2.528 7.221 -2.958 0.364
H -1.424 6.001 -3.503 0.290
H -0.777 7.506 -3.437 0.328
H -1.375 7.432 -0.800 0.383
H -1.982 5.831 -1.126 0.345
H 2.969 6.033 -1.814 0.262
H 2.395 5.538 -0.289 0.136
H 3.240 7.036 -0.353 0.335
C -0.507 2.675 -1.796 -1.410
C -1.166 1.515 -1.056 0.236
O -0.099 0.814 -0.364 -0.113
C -0.320 -0.423 0.064 0.475
C 0.897 -1.025 0.614 -0.817
O -1.379 -1.032 0.097 -0.576
H -0.088 3.494 -1.211 0.266
H -1.105 3.083 -2.610 0.467
H 0.336 2.248 -2.339 0.359
H -2.007 1.818 -0.432 0.149
H -1.673 0.927 -1.821 0.090
H 0.837 -2.099 0.439 0.321
H 0.832 -0.723 1.659 0.064
H 1.773 -0.674 0.069 0.422
C -2.800 0.795 2.597 -1.180
C -1.368 0.542 3.054 -0.123
O -0.421 1.504 2.664 -0.240
C 0.787 1.466 3.260 0.710
C 1.777 2.363 2.567 -0.850
O 1.097 0.780 4.248 -0.625
H -2.920 0.777 1.514 0.146
H -3.092 1.831 2.770 0.355
H -3.513 0.149 3.107 0.364
H -1.373 0.459 4.140 0.490
H -1.038 -0.380 2.573 0.184
H 2.455 1.686 2.046 0.193
H 2.454 2.850 3.270 0.377
H 1.318 3.076 1.883 0.241


Record 2
30
Properties=species:S:1:pos:R:3:mulliken_charge:R:1 method="wB97M-V/def2-TZVPD" e_homo_ev="-6.617 / -7.097" spin_multiplicity=4 de_lowest_kj_mol=0.0 e_lumo_ev="0.64 / 0.61" e_tot_ev=-45447.9070 fmax_ha_per_bohr=0.0610
C -1.490 0.749 -2.339 -0.927
C -1.316 -0.810 -2.493 -0.552
H -2.476 0.984 -1.920 0.319
H -1.408 1.187 -3.399 0.325
H -0.655 1.377 -1.861 0.276
H -1.253 -1.498 -1.541 0.197
H -2.259 -1.221 -2.886 0.376
H -0.476 -1.098 -3.106 0.383
V -0.630 -0.187 -0.294 0.243
C 1.259 0.130 -1.406 -1.307
H 1.655 -0.900 -1.519 0.187
H 1.897 0.771 -0.770 0.208
H 1.019 0.596 -2.381 0.498
I -2.889 -0.228 0.788 -0.414
C 1.174 -2.542 0.708 -0.881
O 0.465 -1.351 1.068 -0.281
C 0.761 -0.718 2.373 -0.456
C 0.994 0.769 2.168 -0.536
O 0.118 1.275 1.077 -0.075
C -0.562 2.530 1.276 -0.854
H 0.713 -2.829 -0.241 0.232
H 1.080 -3.320 1.479 0.300
H 2.228 -2.288 0.533 0.421
H 1.619 -1.281 2.777 0.445
H -0.099 -0.868 3.070 0.241
H 0.748 1.380 3.031 0.449
H 2.027 0.958 1.879 0.286
H 0.153 3.332 1.486 0.283
H -1.274 2.398 2.093 0.418
H -1.121 2.704 0.348 0.196


Record 3
19
Properties=species:S:1:pos:R:3:mulliken_charge:R:1 method="wB97M-V/def2-TZVPD" e_homo_ev=-8.768 de_lowest_kj_mol=386.9 e_lumo_ev=1.07 e_tot_ev=-11408.0776 fmax_ha_per_bohr=0.0614
C 1.121 -1.743 -0.916 -0.728
C -0.058 -0.707 -0.667 -0.244
C 0.408 0.771 -0.157 -0.173
C -0.627 -0.599 0.815 -0.286
C -1.634 0.570 0.786 -0.227
C -0.889 1.589 0.048 -0.400
H 1.895 -1.860 -2.864 0.195
H 2.932 -1.384 -1.824 0.191
H 0.742 -2.755 -1.014 0.359
H 1.704 -1.754 0.050 0.361
H -0.780 -0.792 -1.499 0.402
H 1.203 1.408 -0.514 0.469
H -0.891 -1.416 1.464 0.515
H -2.699 0.398 0.631 0.439
H -2.079 2.388 1.424 0.273
H -1.339 2.208 -0.675 0.467
N 1.968 -1.365 -2.002 -0.518
N -1.245 1.762 1.440 -0.600
O 0.541 0.187 1.163 -0.494


Record 4
119
Properties=species:S:1:pos:R:3:mulliken_charge:R:1 method="wB97M-V/def2-TZVPD" e_homo_ev="-6.942 / -6.933" spin_multiplicity=2 e_lumo_ev="-0.06 / -2.08" e_tot_ev=-63144.6093 fmax_ha_per_bohr=0.1310
Al -2.631 0.237 4.144 0.978
C -1.013 2.068 -0.182 -0.739
C -1.323 0.519 0.007 0.923
C -0.071 -0.176 -0.334 0.452
O -1.940 0.269 1.252 -0.838
H -1.941 2.608 -0.372 -0.391
H -0.452 2.179 -1.110 0.435
H -0.402 2.538 0.589 -0.004
H -2.065 0.290 -0.758 -0.193
H -0.230 -1.209 -0.026 -0.770
H 0.744 0.271 0.235 -0.089
H 0.225 -0.068 -1.377 0.087
C 1.172 -2.310 3.115 0.343
C 0.496 -2.675 4.404 0.653
C 1.497 -2.701 5.515 -1.541
O -0.599 -1.903 4.788 -0.372
H 1.627 -1.323 3.193 -0.486
H 0.472 -2.240 2.282 -0.103
H 1.905 -3.073 2.853 0.195
H 0.105 -3.691 4.456 0.244
H 1.952 -1.710 5.546 0.312
H 2.332 -3.359 5.276 0.360
H 1.234 -2.778 6.570 0.394
C 3.700 3.655 4.042 -1.029
C 3.819 2.133 3.684 -1.092
C 2.667 1.456 2.899 1.319
C 1.370 1.424 3.593 -0.056
N 0.292 1.402 4.041 -0.375
H 2.681 3.945 4.300 0.343
H 3.838 4.338 3.203 0.133
H 4.464 3.825 4.801 0.382
H 3.983 1.421 4.493 0.450
H 4.784 2.114 3.178 0.411
H 3.018 0.437 2.736 0.272
H 2.449 1.974 1.965 -0.786
C -0.693 -1.610 -4.069 -0.599
C -0.329 -2.306 -5.226 -0.632
C 1.132 -2.840 -5.316 -0.419
C 2.135 -1.823 -5.025 0.323
N 2.997 -1.057 -4.816 -0.487
H -1.077 -2.270 -3.292 0.066
H -1.592 -1.038 -4.298 0.464
H 0.018 -0.908 -3.631 0.113
H -0.416 -1.698 -6.126 0.288
H -1.099 -3.077 -5.226 0.345
H 1.252 -3.241 -6.323 0.440
H 1.076 -3.683 -4.628 0.192
C -6.735 -2.542 -0.364 -1.048
C -6.830 -1.044 -0.721 -0.801
C -5.646 -0.333 -0.202 0.607
C -5.296 -0.511 1.260 -0.060
N -5.047 -0.608 2.362 -0.452
H -7.477 -3.229 -0.771 0.457
H -6.771 -2.686 0.716 0.336
H -5.782 -3.000 -0.626 0.079
H -7.725 -0.490 -0.440 0.373
H -6.784 -1.103 -1.808 0.299
H -5.878 0.730 -0.273 0.110
H -4.831 -0.602 -0.874 0.161
C -4.711 3.510 -0.691 -0.900
C -4.646 4.385 -2.017 -0.546
C -3.242 4.343 -2.613 -0.413
C -2.171 5.006 -1.834 0.236
N -1.343 5.530 -1.202 -0.462
H -4.068 3.811 0.136 0.356
H -4.324 2.512 -0.895 0.081
H -5.747 3.559 -0.356 0.430
H -5.004 5.393 -1.806 0.330
H -5.347 3.885 -2.686 0.348
H -3.273 4.760 -3.619 0.369
H -2.965 3.313 -2.839 0.257
C 3.545 1.107 -2.193 0.111
C 4.661 0.297 -1.587 -0.065
C 5.890 1.072 -1.299 -0.847
C 5.781 2.362 -0.611 0.360
N 5.674 3.466 -0.117 -0.534
H 3.284 1.803 -1.395 -0.301
H 2.820 0.374 -2.547 -0.329
H 3.806 1.648 -3.102 0.465
H 4.874 -0.623 -2.131 0.425
H 4.330 -0.039 -0.604 -0.017
H 6.351 1.381 -2.237 0.361
H 6.719 0.462 -0.940 0.429
C 1.879 -3.070 -2.016 -0.934
C 2.325 -3.077 -0.559 0.712
C 2.517 -4.508 0.045 -0.279
C 3.183 -5.551 -0.680 0.046
N 3.764 -6.439 -1.145 -0.510
H 1.070 -3.801 -2.011 0.355
H 2.652 -3.533 -2.630 0.541
H 1.609 -2.068 -2.349 -0.075
H 1.482 -2.575 -0.085 -0.634
H 3.213 -2.481 -0.349 0.217
H 1.529 -4.814 0.392 0.105
H 3.015 -4.419 1.010 0.361
C -3.383 -3.290 1.068 -0.637
C -2.668 -3.803 -0.117 0.549
C -2.772 -5.280 -0.296 -0.673
C -1.647 -5.983 0.393 0.158
N -0.781 -6.460 0.925 -0.480
H -2.872 -3.373 2.027 0.293
H -4.435 -3.569 1.138 0.311
H -3.292 -2.211 0.945 -0.176
H -1.605 -3.562 -0.080 -0.355
H -3.071 -3.355 -1.025 0.211
H -2.508 -5.577 -1.310 0.336
H -3.807 -5.580 -0.134 0.418
C 2.584 4.248 0.509 -0.122
C 2.368 5.712 0.267 -0.576
C 1.678 6.311 1.483 -0.460
C 2.397 6.733 2.660 0.061
N 2.965 6.943 3.607 -0.484
H 3.532 4.029 1.002 0.037
H 2.592 3.734 -0.452 -0.054
H 1.830 3.731 1.102 0.161
H 1.687 5.779 -0.581 0.466
H 3.372 6.107 0.108 0.304
H 0.873 5.637 1.776 0.250
H 1.070 7.189 1.263 0.434